(1)
Formula: C42H43Cl2MoN4OPSi2Te
Source: the OMol25 dataset
Level of theory: ωB97M-V/def2-TZVPD

Summary:
**Frontier orbital gap**: 6.543 eV
**LUMO energy**: -0.77 eV
**HOMO**: -7.32 eV

Positions of all 97 atoms, in Å:
Mo1 -0.05564 0.07494 0.48647
O1 -0.77089 -0.23360 -1.63390
C1 0.57733 -0.49450 -1.26426
C2 1.12870 -1.80390 -1.70801
C3 1.04982 -2.29855 -3.00474
C4 1.64188 -3.51607 -3.31515
C5 2.32663 -4.23444 -2.34247
C6 2.38918 -3.74793 -1.04231
C7 1.77915 -2.54391 -0.72991
P1 1.56556 -1.80748 0.93023
C8 1.29281 -3.27718 1.98982
C9 -0.01011 -3.61664 2.34384
C10 -0.27881 -4.75653 3.08989
C11 0.76725 -5.56593 3.50645
C12 2.07456 -5.23746 3.16783
C13 2.33685 -4.10412 2.41083
C14 3.27816 -1.31358 1.36765
C15 3.71231 -1.28050 2.69055
C16 4.98041 -0.81041 3.00310
C17 5.82292 -0.35839 1.99789
C18 5.39199 -0.37011 0.67781
C19 4.12481 -0.84188 0.36534
H1 0.52241 -1.74129 -3.76583
H2 1.56583 -3.90565 -4.32251
H3 2.78827 -5.18180 -2.58924
H4 2.88459 -4.32283 -0.26963
H5 -0.82504 -2.97419 2.04611
H6 -1.30314 -4.99545 3.34702
H7 0.56651 -6.45043 4.09822
H8 2.89612 -5.86178 3.49729
H9 3.36206 -3.86145 2.16082
H10 3.05848 -1.62704 3.48302
H11 5.30619 -0.79269 4.03535
H12 6.81326 0.00447 2.24214
H13 6.04256 -0.01236 -0.11005
H14 3.79052 -0.84447 -0.66585
C20 -0.29846 3.27706 -4.27008
Si1 0.36693 1.94630 -3.14316
C21 1.42634 2.81478 -1.89303
C22 1.36111 0.82159 -4.23220
C23 -1.14786 1.07181 -2.29534
C24 -1.65109 2.02265 -1.24358
C25 -2.40069 3.14415 -1.58814
C26 -2.85069 4.00537 -0.60807
C27 -2.55654 3.72557 0.71594
C28 -1.80096 2.60781 0.98839
N1 -1.33577 1.77799 0.03982
Si2 -2.63922 0.40600 -3.35237
C29 -2.17319 -1.20616 -4.12977
C30 -4.01425 0.17371 -2.13044
C31 -3.20369 1.53334 -4.72641
H15 0.56078 3.71861 -4.78550
H16 -0.81013 4.08564 -3.74386
H17 -0.97123 2.88631 -5.03375
H18 2.08700 3.51763 -2.41440
H19 2.03971 2.12541 -1.31348
H20 0.82062 3.39482 -1.19026
H21 2.06786 1.45442 -4.77833
H22 0.72906 0.31872 -4.97111
H23 1.93053 0.06489 -3.69263
H24 -2.62962 3.32341 -2.62769
H25 -3.43089 4.88025 -0.87419
H26 -2.89330 4.35324 1.52907
H27 -1.53303 2.36030 2.00201
H28 -1.85823 -1.94197 -3.38971
H29 -1.38094 -1.09554 -4.87687
H30 -3.05764 -1.60034 -4.64026
H31 -3.62241 -0.09305 -1.14599
H32 -4.67840 -0.63488 -2.44390
H33 -4.60995 1.08329 -2.01612
H34 -2.52178 1.49334 -5.57945
H35 -3.33786 2.57954 -4.44942
H36 -4.17527 1.15908 -5.06692
Cl1 -2.04273 0.05493 3.73644
C32 -1.65211 -1.14955 4.99512
Cl2 0.07785 -1.46590 5.13247
H37 -2.16397 -2.07056 4.73840
H38 -1.98805 -0.74985 5.94232
Te1 1.57010 1.36677 2.17219
C33 0.75367 3.22338 2.78322
C34 -0.19691 3.33874 3.79800
C35 -0.61504 4.59126 4.23332
C36 -0.07173 5.74231 3.67625
C37 0.89476 5.63419 2.68530
C38 1.30581 4.38150 2.23985
H39 -0.60851 2.44955 4.26002
H40 -1.35549 4.66512 5.02087
H41 -0.39213 6.71768 4.01973
H42 1.34085 6.52579 2.26241
H43 2.05619 4.30562 1.46112
N2 -1.67106 -1.08267 0.78231
C39 -2.59933 -1.76435 0.93988
C40 -3.65968 -2.62981 1.13988
C41 -3.59434 -3.45262 2.30114
N3 -3.47154 -4.10640 3.24515
C42 -4.73057 -2.68024 0.20234
N4 -5.58644 -2.69491 -0.57036

***

(2)
Formula: C42H43ClP2Ru
Source: the OMol25 dataset
Level of theory: ωB97M-V/def2-TZVPD

Summary:
**Charge**: +2
**2S+1**: 5
**Expectation value of S²**: 6.045
**Frontier orbital gap (alpha / beta)**: 7.523 / 5.394 eV
**LUMO energy (alpha / beta)**: -5.44 / -7.82 eV
**HOMO (alpha / beta)**: -12.97 / -13.21 eV

Positions of all 89 atoms, in Å:
Ru1 0.04602 -0.25791 -0.98081
C1 -1.99268 -0.27224 0.23771
C2 -2.07454 -0.46858 -1.15372
C3 -2.67642 0.48846 -2.17007
C4 -1.67678 1.49102 -2.80292
C5 -0.38918 1.62314 -2.03128
C6 -0.29863 1.80401 -0.60874
C7 -1.49666 2.20204 0.23636
C8 -2.15241 1.00218 0.98998
C9 2.04923 -0.02495 -1.19303
H1 -2.19678 -1.19830 0.79362
H2 -2.28954 -1.51485 -1.39732
H3 -3.53396 1.02979 -1.74088
H4 -3.09930 -0.14603 -2.96348
H5 -1.43751 1.14657 -3.83085
H6 -2.18404 2.46605 -2.98188
H7 0.45808 1.96609 -2.61593
H8 0.65829 2.11996 -0.17174
H9 -2.22898 2.72987 -0.39671
H10 -1.14577 2.96986 0.96245
H11 -1.68796 0.94190 1.99353
H12 -3.22685 1.11878 1.27428
H13 2.55860 -0.59950 -0.40137
H14 2.28295 1.04178 -1.04438
H15 2.55715 -0.29323 -2.12789
P1 -0.04633 -2.01853 -8.78929
P2 1.80411 0.31952 -9.05144
C10 -0.75561 -0.48135 -9.48225
C11 0.14642 0.48387 -9.81456
C12 -0.69380 -3.22939 -10.06678
C13 -1.83608 -2.98573 -10.84630
C14 -2.33157 -3.98162 -11.70924
C15 -1.66817 -5.20963 -11.83746
C16 -0.45305 -5.40369 -11.15598
C17 0.04978 -4.41969 -10.30145
C18 -1.03943 -2.21168 -7.26276
C19 -0.73057 -1.37248 -6.17346
C20 -1.47814 -1.45282 -5.00386
C21 -2.53386 -2.37179 -4.90775
C22 -2.81335 -3.22885 -5.97766
C23 -2.06502 -3.16021 -7.15500
C24 2.65044 0.92485 -10.62433
C25 2.54404 0.10696 -11.76882
C26 2.88644 0.63570 -13.01607
C27 3.35918 1.95059 -13.13570
C28 3.52059 2.72054 -11.98414
C29 3.18756 2.21271 -10.72489
C30 1.95907 1.83089 -8.01410
C31 3.14932 1.95065 -7.25685
C32 3.41377 3.13301 -6.56088
C33 2.47857 4.17649 -6.57641
C34 1.27760 4.02616 -7.27454
C35 0.99339 2.83638 -7.96898
H16 -1.86433 -0.37138 -9.46762
H17 -0.03199 1.33112 -10.49472
H18 -2.34753 -2.02306 -10.79115
H19 -3.24842 -3.79602 -12.27568
H20 -2.08936 -6.00109 -12.46395
H21 0.09261 -6.34331 -11.29660
H22 1.01187 -4.56289 -9.80221
H23 0.09340 -0.65705 -6.25274
H24 -1.23526 -0.81352 -4.15029
H25 -3.13504 -2.41334 -3.99711
H26 -3.62234 -3.95663 -5.90218
H27 -2.28043 -3.82181 -7.98880
H28 2.15388 -0.90757 -11.68124
H29 2.78635 0.01999 -13.90414
H30 3.60763 2.36307 -14.11793
H31 3.91011 3.73243 -12.05007
H32 3.30051 2.83276 -9.83551
H33 3.84918 1.11665 -7.23210
H34 4.34690 3.23428 -6.00116
H35 2.69492 5.10204 -6.02917
H36 0.54876 4.83381 -7.27607
H37 0.04160 2.69199 -8.47872
Cl1 1.59266 1.32888 2.17709
C36 0.51393 0.25186 2.95099
C37 0.04370 0.56680 4.21591
C38 -0.82091 -0.28086 4.89710
C39 -1.26207 -1.43378 4.25557
C40 -0.85526 -1.74447 2.96235
C41 0.05092 -0.89920 2.29476
C42 0.53364 -1.23376 0.92422
H38 0.44548 1.46182 4.65694
H39 -1.06566 -0.06457 5.94328
H40 -1.92990 -2.11052 4.78003
H41 -1.28561 -2.57304 2.39613
H42 0.06525 -2.15716 0.60168
H43 1.61182 -1.37494 0.94866